{
  "formula": "C23H30KN3O3S2Sb2",
  "method": "ωB97M-V/def2-TZVPD",
  "gap_ev": 8.2,
  "e_above_lowest_kcal_mol": 14.4,
  "energy_ha": -3161.2556,
  "e_homo_ev": -7.92,
  "charge": 0,
  "elements": ["K", "C", "Sb", "C", "C", "C", "C", "C", "C", "C", "C", "C", "Sb", "C", "C", "H", "H", "H", "H", "H", "H", "H", "H", "H", "H", "H", "H", "H", "H", "H", "H", "H", "H", "H", "H", "O", "S", "O", "N", "C", "O", "C", "C", "C", "C", "C", "C", "H", "H", "H", "H", "C", "N", "C", "C", "N", "C", "S", "H", "H", "H", "H", "H", "H"],
  "positions_angstrom": [[-1.8093, -1.2036, -0.0844], [-0.0662, 2.1637, 4.0495], [-0.5508, 0.3766, 2.9952], [-2.5280, 0.1047, 3.7848], [0.3682, -0.9892, 4.3948], [1.8371, -0.7537, 4.5352], [2.2926, 0.0844, 5.5519], [3.6380, 0.3722, 5.7136], [4.5628, -0.1913, 4.8489], [4.1270, -1.0322, 3.8398], [2.7750, -1.3255, 3.6580], [2.3772, -2.2078, 2.5283], [2.0043, -1.2264, 0.6048], [3.8658, -1.8784, -0.2387], [2.6600, 0.7598, 1.0325], [-0.4666, 2.1329, 5.0632], [-0.4707, 3.0302, 3.5297], [1.0180, 2.2593, 4.0974], [-2.4979, 0.2235, 4.8684], [-2.8957, -0.8962, 3.5586], [-3.2209, 0.8352, 3.3697], [0.1288, -1.9936, 4.0461], [-0.1416, -0.8324, 5.3472], [1.5703, 0.5158, 6.2357], [3.9600, 1.0242, 6.5148], [5.6186, 0.0170, 4.9626], [4.8500, -1.4799, 3.1667], [1.4789, -2.7856, 2.7413], [3.1824, -2.9102, 2.3032], [4.6959, -1.6184, 0.4190], [4.0217, -1.4110, -1.2098], [3.8362, -2.9600, -0.3644], [3.2884, 0.7923, 1.9228], [1.8115, 1.4291, 1.1511], [3.2349, 1.0901, 0.1678], [-2.8825, -1.9637, -2.2764], [-2.4666, -0.7656, -3.0086], [-3.5341, 0.1144, -3.3958], [-1.2746, -0.0305, -2.2304], [-0.0795, -0.1864, -2.8604], [1.0109, 0.1586, -2.4300], [-0.2274, -0.9066, -4.1874], [0.7504, -1.2055, -5.1208], [0.3657, -1.8779, -6.2731], [-0.9631, -2.2417, -6.4886], [-1.9439, -1.9451, -5.5506], [-1.5329, -1.2787, -4.4131], [1.7770, -0.9090, -4.9503], [1.1041, -2.1196, -7.0267], [-1.2291, -2.7579, -7.4016], [-2.9809, -2.2130, -5.6987], [0.0889, -3.6862, -1.7547], [0.7544, -4.4397, -0.7067], [1.9387, -5.1343, -0.8789], [2.2486, -5.7144, 0.2957], [1.2571, -5.3451, 1.1801], [0.3337, -4.5564, 0.5733], [-1.0448, -3.9449, 1.3308], [0.1709, -4.2347, -2.6905], [0.5479, -2.7014, -1.8517], [-0.9607, -3.5918, -1.4940], [2.4448, -5.1520, -1.8266], [3.0688, -6.3469, 0.5785], [1.1681, -5.6028, 2.1477]]
}